Here is a structure of composition C24H30BiN6OSSi from the OMol25 dataset. Energies are from the ωB97M-V functional and the def2-TZVPD basis.

```
! RIJCOSX wB97M-V def2-TZVPD def2/J DEFGRID3
* xyz 1 1
Bi -0.19386 0.82246 1.10752
S -1.72844 1.64973 -0.82210
Si 0.80230 -1.15394 -0.24559
O -1.91234 -1.23865 0.68417
N 0.39522 3.38416 -0.86972
N 1.01978 2.55537 -0.00625
N 2.22618 0.97630 1.80141
N -1.38179 3.91493 -2.13231
N -3.44619 -1.14808 -0.97871
N -4.10536 -1.43716 1.21619
C 0.09015 -0.99207 -2.96105
C 1.23159 -2.41127 1.07357
C -2.74844 3.86629 -2.62777
C 2.99312 3.97570 -0.31563
C -0.05427 -1.73832 -1.78890
C 4.29610 2.10626 1.53163
C 2.11881 -4.14620 3.08739
C -1.23116 -2.59280 -4.17360
C -0.81436 3.06414 -1.26125
C 2.79901 0.13836 2.66335
C 4.13629 0.22785 3.00351
C -1.36678 -3.35542 -3.02069
C 2.87159 -3.97703 1.93339
C -3.10420 -1.27148 0.32582
C -0.79051 -2.92362 -1.83488
C -0.50464 -1.40960 -4.14313
C 2.94638 1.94774 1.23319
C 0.91933 -3.46319 3.23631
C 4.89320 1.23303 2.42463
C -3.74977 4.52334 -1.68835
C -3.84686 -1.47251 2.64357
C 0.47852 -2.60996 2.23420
C 2.43243 -3.11479 0.93859
C 2.25070 2.82349 0.28017
H 2.16621 -0.63238 3.08813
H -2.69449 -1.19487 -1.64910
H 4.56251 -0.47665 3.70288
H 2.33810 4.56776 -0.94145
H -5.05481 -1.33111 0.90473
H -3.01261 2.82531 -2.81140
H 4.87482 2.89294 1.07234
H -4.37782 -1.34451 -1.29808
H -1.68343 -2.92604 -5.09867
H 2.46167 -4.81530 3.86588
H -0.82974 4.73740 -2.32394
H -0.90982 -3.51391 -0.93288
H 2.12239 -0.66235 -0.72752
H -3.57356 5.59698 -1.61777
H 3.04097 -2.97870 0.05157
H -4.76674 4.37061 -2.05044
H -3.63793 -0.47964 3.04724
H 0.32426 -3.60157 4.13008
H -2.74836 4.36301 -3.59804
H -1.92115 -4.28466 -3.04833
H 3.80208 -4.51547 1.80823
H 5.94280 1.33884 2.66387
H -3.67410 4.09464 -0.68895
H 0.67395 -0.07772 -2.95203
H -0.47208 -2.10160 2.35080
H -2.99874 -2.12268 2.84430
H -0.39069 -0.81886 -5.04278
H 3.82688 3.61167 -0.92005
H -4.71904 -1.87946 3.14873
H 3.40668 4.60524 0.47394
*
```

- Energy: -60912.701 eV
- Energy relative to the best compared isomer or geometry (same formula, charge and spin): 0.000 eV
- HOMO-LUMO gap: 7.63 eV
- Highest occupied orbital energy: -10.619 eV